Formula: C4H14N3S
Source: the OMol25 dataset
Level of theory: ωB97M-V with the def2-TZVPD basis set

Results
HOMO-LUMO gap: 5.10 eV
ΔE to the lowest compared entry with this formula, charge and spin: 139.3 kcal per mole
HOMO level: -0.469 hartree
electronic energy: -722.8446 hartree
charge: +1

Bonds (Å) are listed after each position.
Geometry (Å):
1 S -2.36129 -1.64346 -0.26763  C7 1.817, H13 1.348
2 N 2.88284 -0.67670 -0.16457  C5 1.418, H18 1.021, H19 1.024
3 N 0.87261 0.31851 -0.86475  C5 1.532, H14 1.027, H21 1.036
4 N 1.15885 -2.13336 0.23052  C5 1.473, H9 1.034, H12 1.029
5 C 1.48954 -0.70478 0.09478  N2 1.418, N3 1.532, N4 1.473
6 C -0.89564 2.26904 0.38349  C8 1.541, H11 1.092, H16 1.088, H17 1.090
7 C -1.65101 -0.19853 0.57494  S1 1.817, C8 1.534, H15 1.079, H22 1.088
8 C -1.84379 1.15986 -0.11101  C6 1.541, C7 1.534, H10 1.094, H20 1.086
9 H 0.12576 -2.10393 0.22407  N4 1.034
10 H -1.67739 0.99165 -1.17868  C8 1.094
11 H -1.32298 2.72367 1.28007  C6 1.092
12 H 1.46887 -2.26948 1.20179  N4 1.029
13 H -1.29212 -1.91671 -1.04130  S1 1.348
14 H 1.70589 0.91064 -0.76636  N3 1.027
15 H -0.58438 -0.34447 0.64280  C7 1.079
16 H 0.10968 1.89397 0.56063  C6 1.088
17 H -0.83057 3.09390 -0.32644  C6 1.090
18 H 3.33010 -1.18377 0.60103  N2 1.021
19 H 2.95779 -1.30414 -0.97006  N2 1.024
20 H -2.85507 1.55097 -0.04552  C8 1.086
21 H 1.18385 -0.25037 -1.67211  N3 1.036
22 H -1.97155 -0.18251 1.61433  C7 1.088